No. 1
This record from OMol25 describes a structure of composition C12H18FNO2. The level of theory is ωB97M-V/def2-TZVPD.

XYZ file:
```
34
C12H18FNO2 ωB97M-V/def2-TZVPD
O 4.410 2.164 -0.016
C 4.671 0.852 0.411
C 3.871 -0.082 -0.417
N 2.344 0.061 -0.446
H 2.180 0.914 -0.703
C 1.490 -0.447 0.798
C 1.074 -1.962 0.762
H 2.050 -2.405 0.337
C 0.191 -2.046 -0.698
C -1.172 -1.732 -0.361
H -1.602 -1.881 0.635
H -1.947 -2.019 -1.242
O -1.298 -0.453 -0.484
C -2.494 0.420 -0.158
C -3.764 -0.280 -0.085
C -4.976 0.454 0.334
C -4.817 1.702 0.194
C -3.673 2.430 -0.011
C -2.388 1.838 -0.321
H -1.568 2.246 -0.324
H -3.623 3.555 -0.239
H -5.870 2.541 0.426
H -5.838 0.079 0.445
F -3.954 -1.566 0.300
H 0.258 -2.959 -1.111
H 0.707 -1.468 -1.454
H 0.690 -2.360 1.511
H 2.145 -0.066 1.654
H 0.553 0.196 0.925
H 4.106 -0.204 -1.356
H 3.899 -1.057 -0.029
H 5.548 0.550 0.306
H 4.186 0.952 1.464
H 4.613 2.037 -1.046
```

Summary:
LUMO energy: 0.56 eV
charge: 0

No. 2
This record from OMol25 describes a cluster of 2 separate species, C9H14NOS in total. The level of theory is ωB97M-V/def2-TZVPD.

XYZ file:
```
26
C9H14NOS ωB97M-V/def2-TZVPD
C -2.163 1.823 -0.390
C -2.424 0.577 0.042
C -0.262 0.388 -0.290
C 2.750 1.673 0.454
C 3.759 0.622 0.713
C 2.727 0.379 -0.417
C -3.717 -0.110 0.213
C -1.478 -1.664 0.168
C 1.615 -0.504 -0.178
N -1.338 -0.228 0.103
O 1.391 -1.602 -1.037
S -0.431 2.058 -0.514
H -2.773 2.565 -0.587
H 1.975 1.694 1.121
H 2.963 2.613 -0.093
H 4.771 0.713 0.430
H 3.469 0.003 1.556
H 3.216 0.335 -1.332
H -3.978 -0.750 -0.619
H -3.664 -0.760 1.123
H -4.632 0.526 0.152
H -2.230 -1.957 0.871
H -1.758 -2.068 -0.740
H -0.444 -2.177 0.511
H 1.601 -0.895 0.903
H 2.005 -1.481 -1.851
```

Summary:
LUMO energy: -3.39 eV
charge: +1

No. 3
This record from OMol25 describes a cluster of 3 separate species, C2H10O2S2 in total. The level of theory is ωB97M-V/def2-TZVPD.

XYZ file:
```
16
C2H10O2S2 ωB97M-V/def2-TZVPD
C -2.354 -0.386 0.152
S -1.087 -1.613 -0.152
S 0.558 -0.659 0.579
C 0.512 -1.105 2.323
H -1.864 0.590 0.008
H -2.718 -0.229 1.181
H -3.252 -0.446 -0.460
H 0.558 -2.164 2.578
H -0.385 -0.591 2.672
H 1.380 -0.643 2.795
O 3.389 1.563 -1.758
H 3.613 0.992 -1.021
H 2.476 1.837 -1.649
O -0.183 0.858 -2.078
H -0.152 1.735 -2.409
H -0.491 0.261 -2.762
```

Summary:
LUMO energy: 0.54 eV
charge: 0

No. 4
This record from OMol25 describes an isolated molecule of C5H7N3. The level of theory is ωB97M-V/def2-TZVPD.

XYZ file:
```
15
C5H7N3 ωB97M-V/def2-TZVPD
C 3.222 -1.298 0.168
C 2.355 -0.576 -0.199
C 1.127 0.091 -0.524
C 0.843 1.565 -0.153
N 0.289 0.432 0.581
C -1.102 0.232 0.585
N -1.684 -0.304 -0.424
N -2.884 -1.028 -0.112
H 3.907 -2.004 0.567
H 0.678 -0.144 -1.513
H 0.177 2.050 -0.881
H 1.482 2.281 0.318
H -1.596 0.106 1.574
H -3.601 -0.663 -0.830
H -3.215 -0.740 0.842
```

Summary:
LUMO energy: 1.03 eV
charge: 0

Molar mass, record by record: 227.28, 184.28, 130.23, 109.13 g mol⁻¹
Energy above the lowest of the compared OMol25 structures with the same formula, charge and spin, record by record: 976.1, 293.2, 68.7, 542.9 kJ/mol
Kohn-Sham gap, record by record: 9.0513, 9.8308, 9.4341, 10.1678 eV